1.
The following is a DFT calculation (the ωB97M-V functional and the def2-TZVPD basis) of 2 unconnected molecules or ions with the total composition C5H7FO2.

Energy above the lowest of the compared OMol25 structures with the same formula, charge and spin ... 55.11 kcal per mole
Electronic energy ... -12107.5886 eV
Kohn-Sham gap (spin up / spin down) ... 8.172 / 8.170 eV

Geometry (Å):
C (2.04, -0.46, 0.03)
C (0.93, 0.16, 0.32)
C (-0.12, 1.66, -1.94)
C (-1.61, 0.33, 0.35)
C (-0.37, -0.06, -0.36)
O (0.65, 1.66, -2.83)
O (-0.54, -1.13, -1.14)
F (-1.02, 2.65, -1.56)
H (2.79, -0.36, 0.79)
H (2.17, -1.16, -0.77)
H (1.05, 0.75, 1.25)
H (-1.31, 0.79, 1.23)
H (-2.30, 0.94, -0.16)
H (-2.06, -0.51, 0.66)
H (0.14, -1.28, -1.84)



2.
The following is a DFT calculation (the ωB97M-V functional and the def2-TZVPD basis) of C4H9N3 in the gas phase.

Energy above the lowest of the compared OMol25 structures with the same formula, charge and spin ... 100.92 kcal per mole
Electronic energy ... -8760.1488 eV
Kohn-Sham gap (spin up / spin down) ... 7.409 / 7.556 eV

Geometry (Å):
C (-2.05, -0.52, 0.48)
C (1.58, 0.43, 0.47)
C (-3.00, -1.13, -0.46)
C (3.02, 0.81, 0.36)
N (-0.92, 0.08, 0.35)
N (-0.47, 0.35, -0.83)
N (0.85, 0.63, -0.67)
H (-2.27, -0.63, 1.58)
H (1.25, 0.09, 1.42)
H (-2.78, -2.26, -0.46)
H (-3.00, -0.69, -1.43)
H (-4.00, -1.06, -0.18)
H (3.31, 0.71, -0.73)
H (3.74, 0.30, 1.11)
H (3.30, 1.87, 0.44)
H (1.44, 1.01, -1.48)



3.
The following is a DFT calculation (the ωB97M-V functional and the def2-TZVPD basis) of C4H5FN2 in the gas phase.

Energy above the lowest of the compared OMol25 structures with the same formula, charge and spin ... 68.72 kcal per mole
Electronic energy ... -9923.8243 eV
SMILES ... C=N/N=C\C(=C)F
Kohn-Sham gap ... 9.769 eV

Geometry (Å):
C (2.53, 0.45, 0.43)
N (1.62, 0.12, -0.45)
N (0.99, -1.10, -0.29)
C (-0.27, -1.05, -0.02)
C (-1.16, 0.18, 0.09)
C (-0.98, 1.47, -0.18)
F (-2.45, -0.29, 0.24)
H (2.88, -0.27, 1.24)
H (2.92, 1.48, 0.39)
H (-0.89, -1.96, 0.06)
H (-1.90, 2.07, -0.29)
H (0.01, 1.91, -0.28)



4.
The following is a DFT calculation (the ωB97M-V functional and the def2-TZVPD basis) of 2 unconnected molecules or ions with the total composition C2H5NO.

Energy above the lowest of the compared OMol25 structures with the same formula, charge and spin ... 117.58 kcal per mole
Electronic energy ... -5688.1308 eV
Kohn-Sham gap ... 11.360 eV

Geometry (Å):
C (-0.79, -0.09, -0.41)
C (0.51, -0.26, 0.20)
N (-1.84, 0.74, 0.03)
O (-1.87, -0.74, 0.10)
H (-0.71, 0.10, -1.88)
H (0.86, -1.43, 0.09)
H (0.62, 0.16, 1.23)
H (1.29, 0.44, -0.29)
H (-1.64, 0.92, 0.96)



5.
The following is a DFT calculation (the ωB97M-V functional and the def2-TZVPD basis) of a gas-phase ion, CHClO2PS (charge -1).

Energy above the lowest of the compared OMol25 structures with the same formula, charge and spin ... 26.47 kcal per mole
Total charge ... -1
Electronic energy ... -37797.5312 eV
SMILES ... O=[P@]1([O-])S[C@H]1Cl
Kohn-Sham gap ... 8.301 eV

Geometry (Å):
O (-0.87, 1.89, 0.64)
P (-0.71, 0.81, -0.36)
O (-0.88, 1.00, -1.77)
S (-1.13, -1.24, 0.20)
C (0.57, -0.49, 0.29)
Cl (2.05, -1.56, -0.31)
H (0.98, -0.40, 1.31)



6.
The following is a DFT calculation (the ωB97M-V functional and the def2-TZVPD basis) of a molecular structure, C8H10N2O5Pb.

Energy above the lowest of the compared OMol25 structures with the same formula, charge and spin ... 0.00 kcal per mole
Total charge ... +2
Electronic energy ... -26905.5799 eV
Kohn-Sham gap ... 7.640 eV

Geometry (Å):
Pb (1.04, -0.49, -0.83)
C (2.65, 0.85, 1.20)
O (2.94, 1.47, 2.13)
C (3.54, -0.59, -0.94)
O (4.66, -0.72, -1.12)
C (1.64, 1.98, -1.45)
O (1.59, 3.07, -1.81)
C (1.70, -2.10, 1.15)
O (1.65, -2.85, 2.01)
C (-1.32, -2.27, -3.51)
H (-1.85, -2.91, -2.78)
H (-1.83, -1.35, -3.82)
C (-0.14, -2.65, -4.04)
H (0.36, -2.04, -4.81)
H (0.34, -3.61, -3.77)
C (-1.67, 2.97, 1.91)
N (-1.83, 1.57, 2.24)
C (-1.16, 0.54, 1.74)
N (-1.52, -0.69, 2.20)
O (-0.23, 0.67, 0.87)
H (-0.86, 3.15, 1.19)
H (-1.48, 3.56, 2.81)
H (-2.60, 3.37, 1.48)
H (-2.53, 1.31, 2.93)
H (-0.93, -1.50, 2.04)
H (-2.16, -0.74, 2.98)



Copy entry 2 word for word.
The following is a DFT calculation (the ωB97M-V functional and the def2-TZVPD basis) of C4H9N3 in the gas phase.

Energy above the lowest of the compared OMol25 structures with the same formula, charge and spin ... 100.92 kcal per mole
Electronic energy ... -8760.1488 eV
Kohn-Sham gap (spin up / spin down) ... 7.409 / 7.556 eV

Geometry (Å):
C (-2.05, -0.52, 0.48)
C (1.58, 0.43, 0.47)
C (-3.00, -1.13, -0.46)
C (3.02, 0.81, 0.36)
N (-0.92, 0.08, 0.35)
N (-0.47, 0.35, -0.83)
N (0.85, 0.63, -0.67)
H (-2.27, -0.63, 1.58)
H (1.25, 0.09, 1.42)
H (-2.78, -2.26, -0.46)
H (-3.00, -0.69, -1.43)
H (-4.00, -1.06, -0.18)
H (3.31, 0.71, -0.73)
H (3.74, 0.30, 1.11)
H (3.30, 1.87, 0.44)
H (1.44, 1.01, -1.48)



energy above the lowest of the compared OMol25 structures with the same formula, charge and spin of number 4 (C2H5NO)?
117.58 kcal per mole



Look up the energy above the lowest of the compared OMol25 structures with the same formula, charge and spin of the second one.
100.92 kcal per mole